The following is a DFT calculation (ωB97M-V/def2-TZVPD) of C3H3FGaO3 as an isolated structure.

net charge	+2
<S²>	0.752
ΔE to the lowest compared entry with this formula, charge and spin	0.0	kcal per mole
gap between HOMO and LUMO (spin up / spin down)	9.377 / 9.462	eV
spin multiplicity	2
lowest unoccupied orbital energy (spin up / spin down)	-11.4 / -13.3	eV
energy	-64371.9165	eV
F_max	6.9	eV/Å

```
11
C3H3FGaO3 | the OMol25 dataset | ωB97M-V/def2-TZVPD
C -0.845 0.842 -0.255
C -1.110 -0.606 0.032
O 0.080 -1.147 0.640
C 1.191 -0.714 0.031
O 2.313 -0.824 0.632
O 0.979 0.518 -0.552
Ga 2.679 0.837 -0.058
F -0.888 1.629 0.850
H -1.191 1.340 -1.161
H -1.288 -1.133 -0.914
H -1.920 -0.742 0.754
```

In elementary charge units, the natural (NBO) charges are: number 1, C, carries 0.63; number 2, C, carries -0.21; number 3, O, carries -0.33; number 4, C, carries 0.99; number 5, O, carries -0.62; number 6, O, carries -0.77; number 7, Ga, carries 1.66; number 8, F, carries -0.22; number 9, H, carries 0.27; number 10, H, carries 0.27; number 11, H, carries 0.32